Computed, not measured: a molecular structure, C61H60N7O2Pt, with ωB97M-V with the def2-TZVPD basis set.

Each line ends with the Mulliken charge.
Geometry (Å):
Pt (0.024, -0.302, -0.054)  2.078
C (-4.495, 0.925, -1.082)  -1.931
C (-3.104, 0.761, -1.195)  -0.087
N (-2.430, -0.137, -0.514)  0.701
C (-3.111, -0.959, 0.328)  0.819
C (-4.495, -0.834, 0.549)  1.343
C (-5.182, 0.145, -0.199)  -1.203
C (-5.133, -1.703, 1.470)  -1.147
C (-4.399, -2.664, 2.099)  -1.417
C (-3.021, -2.834, 1.837)  -0.064
C (-2.363, -2.016, 0.948)  -0.971
N (-1.058, -2.087, 0.525)  0.060
C (-0.435, -3.233, 0.119)  0.018
C (-0.644, -4.544, 0.511)  -0.611
C (0.022, -5.607, -0.134)  -1.306
C (0.872, -5.409, -1.185)  -1.139
C (1.099, -4.087, -1.637)  1.666
C (1.895, -3.764, -2.757)  -1.367
C (2.018, -2.465, -3.161)  -1.791
C (1.388, -1.459, -2.417)  -0.119
N (0.675, -1.728, -1.344)  0.720
C (0.483, -3.025, -0.956)  0.334
H (-4.994, 1.675, -1.681)  0.533
H (-2.537, 1.378, -1.876)  0.408
H (-6.251, 0.259, -0.067)  0.524
H (-6.194, -1.596, 1.654)  0.487
H (-4.877, -3.326, 2.810)  0.474
H (-2.485, -3.602, 2.373)  0.690
H (-1.326, -4.777, 1.311)  0.309
H (-0.165, -6.614, 0.216)  0.464
H (1.358, -6.236, -1.684)  0.478
H (2.390, -4.561, -3.299)  0.536
H (2.599, -2.193, -4.030)  0.640
H (1.457, -0.419, -2.695)  0.519
C (-0.269, 5.089, -0.193)  -1.907
C (-0.491, 3.582, -0.348)  2.338
C (-0.655, 3.214, -1.825)  -1.477
C (-1.652, 3.103, 0.522)  1.188
C (-2.844, 3.809, 0.504)  -0.349
C (-3.913, 3.419, 1.296)  -1.446
C (-3.776, 2.352, 2.161)  -0.688
C (-2.587, 1.624, 2.258)  1.335
C (-2.524, 0.580, 3.375)  0.774
C (-2.754, 1.278, 4.727)  -1.531
C (-1.268, -0.281, 3.526)  -1.477
C (-1.571, 1.985, 1.374)  -1.687
N (-0.358, 1.221, 1.253)  0.191
C (0.703, 1.699, 1.811)  1.186
C (1.963, 1.185, 1.312)  1.166
N (1.862, 0.386, 0.294)  0.486
C (3.087, -0.082, -0.300)  -1.287
C (3.545, 0.589, -1.438)  1.120
C (4.765, 0.186, -1.966)  -0.632
C (5.489, -0.843, -1.381)  -1.643
C (4.998, -1.496, -0.264)  -0.849
C (3.779, -1.135, 0.305)  1.369
C (3.277, -1.866, 1.540)  1.418
C (4.196, -1.608, 2.739)  -1.695
C (3.164, -3.376, 1.302)  -1.594
C (2.748, 1.729, -2.049)  2.081
C (2.893, 1.813, -3.569)  -1.901
C (3.129, 3.074, -1.420)  -1.207
C (3.057, 1.887, 1.993)  0.412
C (4.423, 1.891, 1.915)  0.561
C (5.139, 2.822, 2.709)  -1.317
C (4.510, 3.722, 3.532)  -0.907
C (3.093, 3.758, 3.608)  0.950
C (2.297, 4.655, 4.367)  -0.841
C (0.927, 4.602, 4.301)  -1.432
C (0.244, 3.668, 3.483)  0.173
C (0.991, 2.780, 2.756)  0.223
C (2.407, 2.829, 2.832)  -1.446
H (0.657, 5.379, -0.691)  0.372
H (-0.196, 5.374, 0.858)  0.362
H (-1.076, 5.667, -0.646)  0.444
H (0.428, 3.101, -0.010)  -1.263
H (-1.612, 3.572, -2.214)  0.388
H (-0.591, 2.136, -1.986)  -0.153
H (0.136, 3.688, -2.411)  0.610
H (-2.946, 4.672, -0.143)  0.360
H (-4.849, 3.961, 1.251)  0.395
H (-4.609, 2.072, 2.796)  0.523
H (-3.370, -0.097, 3.203)  -0.080
H (-1.918, 1.945, 4.953)  0.334
H (-2.808, 0.534, 5.523)  0.442
H (-3.670, 1.865, 4.754)  0.418
H (-0.443, 0.301, 3.946)  0.385
H (-0.934, -0.751, 2.606)  -0.159
H (-1.492, -1.081, 4.234)  0.463
H (5.159, 0.679, -2.845)  0.398
H (6.439, -1.140, -1.805)  0.409
H (5.570, -2.302, 0.179)  0.429
H (2.281, -1.494, 1.786)  -0.409
H (5.172, -2.072, 2.581)  0.357
H (3.764, -2.045, 3.641)  0.461
H (4.352, -0.544, 2.921)  0.316
H (4.121, -3.794, 0.984)  0.361
H (2.422, -3.622, 0.545)  0.440
H (2.879, -3.876, 2.229)  0.457
H (1.691, 1.547, -1.825)  -1.400
H (3.878, 2.184, -3.859)  0.494
H (2.156, 2.510, -3.969)  0.356
H (2.746, 0.846, -4.055)  0.280
H (4.195, 3.267, -1.555)  0.421
H (2.918, 3.105, -0.351)  -0.064
H (2.576, 3.885, -1.899)  0.481
H (4.959, 1.211, 1.264)  0.618
H (6.219, 2.820, 2.658)  0.478
H (5.095, 4.417, 4.120)  0.461
H (2.779, 5.393, 4.997)  0.453
H (0.343, 5.302, 4.884)  0.476
H (-0.836, 3.676, 3.435)  0.861
O (-4.077, -4.816, -0.971)  -0.373
C (-4.111, -4.868, -2.382)  -0.637
N (-3.257, -3.789, -2.811)  0.098
C (-3.360, -3.250, -4.048)  0.373
O (-4.140, -3.672, -4.883)  -0.706
C (-2.467, -2.079, -4.344)  0.024
C (-2.281, -1.692, -5.665)  -0.674
C (-1.470, -0.601, -5.932)  -0.979
C (-0.886, 0.070, -4.866)  -0.382
N (-1.077, -0.278, -3.595)  0.335
C (-1.850, -1.332, -3.355)  0.963
H (-4.539, -5.584, -0.621)  0.235
H (-5.110, -4.697, -2.786)  0.430
H (-3.742, -5.831, -2.750)  0.351
H (-2.535, -3.514, -2.165)  0.003
H (-2.778, -2.248, -6.449)  0.523
H (-1.292, -0.272, -6.947)  0.463
H (-0.240, 0.925, -5.038)  0.400
H (-1.980, -1.571, -2.303)  -0.725

Results
LUMO (alpha / beta)   -3.54 / -3.54 eV
HOMO (alpha / beta)   -9.169 / -9.169 eV
Charge   +1
E   -3013.5081 a.u.
Kohn-Sham gap (alpha / beta)   5.63 / 5.63 eV
Max |F|   0.0107 Eh/bohr
Relative energy (zero: lowest compared OMol25 entry of this formula, charge and spin)   1.027 eV
Molar mass   1118.3 g/mol